Here is 3 unconnected molecules or ions with the total composition C3H11NO3S in a non-equilibrium geometry from OMol25. Energies are from ωB97M-V/def2-TZVPD.

Element x y z (Å)
C (0.6857, -2.8071, -0.4758)
C (-0.5357, -1.9694, -0.7874)
S (-1.6111, -1.6092, 0.5919)
C (2.0242, -2.5031, -1.0528)
N (2.3219, -3.0194, -2.2521)
O (2.8228, -1.7717, -0.5360)
H (0.9418, -2.6512, 0.6285)
H (0.2852, -3.9041, -0.3330)
H (-0.2754, -0.9207, -1.1057)
H (-1.0732, -2.5487, -1.5035)
H (-0.7451, -1.8946, 1.7351)
H (2.0316, -3.9260, -2.7105)
H (3.2824, -2.9260, -2.7173)
H (-1.2174, 3.6439, 1.5686)
H (-2.4324, 4.2916, 0.8858)
O (-1.8540, 4.4917, 1.6415)
H (-1.6753, 6.4575, 2.8164)
H (-1.4248, 6.4407, 1.4535)
O (-1.5511, 7.1259, 2.1527)

SMILES string   NC(=O)CCS.O.O
HOMO energy   -9.335 eV
Maximum force   0.1179 Eh/bohr
ΔE to the lowest compared entry with this formula, charge and spin   2.0086 eV
Spin multiplicity   1
Gap between HOMO and LUMO   0.3538 hartree

Mulliken atomic charge list, values in e, 2 entries: atom 1 (C): -0.46, atom 2 (C): -0.34

***

Here is a molecular structure, C4H8N2S in a non-equilibrium geometry from OMol25. Energies are from ωB97M-V/def2-TZVPD.

Element x y z (Å)
C (-0.6966, 2.3110, -0.2903)
C (-0.1527, 1.0312, 0.6612)
C (-0.3470, -0.3292, 0.1195)
C (2.0354, -0.7950, 0.1385)
H (-1.3123, 3.2837, 0.5687)
H (-1.5508, 1.8075, -1.0091)
H (0.1339, 3.0069, -1.0811)
H (0.9550, 1.1620, 1.0946)
H (-0.8863, 1.2038, 1.5076)
H (0.6459, -2.0462, -0.5405)
H (2.5752, -1.6808, 0.9115)
H (1.8570, 1.0389, -1.1320)
N (0.7430, -1.1055, -0.2462)
N (2.4763, 0.3531, -0.1803)
S (-1.8742, -0.9886, -0.0692)

HOMO energy   -8.608 eV
Maximum force   0.1062 Eh/bohr
ΔE to the lowest compared entry with this formula, charge and spin   5.9787 eV
Spin multiplicity   1
Gap between HOMO and LUMO   0.3165 hartree

Mulliken atomic charge list, values in e, 2 entries: atom 1 (C): -0.76, atom 2 (C): -0.57

***

Here is a molecular structure, C33H29Br2IrN2O4P2 from OMol25. Energies are from ωB97M-V/def2-TZVPD.

Element x y z (Å)
Ir (0.5742, 0.7180, 0.5312)
C (1.7893, -0.4998, -2.2413)
N (1.8624, -0.0767, -0.8459)
P (-1.2125, -0.5032, -0.0522)
C (-1.3230, -1.2774, -1.6397)
C (-1.2235, -0.4549, -2.7735)
C (-1.3834, -0.9984, -4.0318)
C (-1.6291, -2.3621, -4.1718)
C (-1.7283, -3.1795, -3.0551)
C (-1.5839, -2.6447, -1.7849)
C (-1.9078, -1.4747, 1.2581)
C (-1.3587, -2.7290, 1.5569)
C (-1.9004, -3.4869, 2.5797)
C (-2.9739, -2.9955, 3.3168)
C (-3.5082, -1.7469, 3.0333)
C (-2.9807, -0.9791, 2.0051)
P (3.3139, 0.0746, -0.0581)
C (2.6251, -0.1726, 1.6135)
C (1.6124, -1.1348, 1.8254)
C (1.1915, -1.4298, 3.1424)
C (1.7902, -0.8048, 4.2047)
C (2.8094, 0.1471, 3.9944)
C (3.2094, 0.4776, 2.7251)
C (4.5660, -1.1350, -0.4094)
C (5.7239, -0.6887, -1.0544)
C (6.7411, -1.5915, -1.3209)
C (6.6000, -2.9195, -0.9449)
C (5.4466, -3.3628, -0.3003)
C (4.4239, -2.4760, -0.0275)
H (1.4912, -1.5503, -2.2901)
H (2.7657, -0.3999, -2.7157)
H (1.0685, 0.0979, -2.7951)
H (-1.0293, 0.6082, -2.6827)
H (-1.3252, -0.3648, -4.9062)
H (-1.7568, -2.7841, -5.1599)
H (-1.9403, -4.2336, -3.1705)
H (-1.7141, -3.2857, -0.9278)
H (-0.5222, -3.1247, 0.9928)
H (-1.4933, -4.4648, 2.8001)
H (-3.3983, -3.5946, 4.1115)
H (-4.3500, -1.3749, 3.6015)
H (-3.4256, -0.0209, 1.7719)
H (1.3253, -1.8030, 1.0231)
H (0.4394, -2.1893, 3.3033)
H (1.5056, -1.0640, 5.2163)
H (3.2932, 0.6071, 4.8469)
H (3.9967, 1.2047, 2.5702)
H (5.8325, 0.3511, -1.3377)
H (7.6431, -1.2578, -1.8149)
H (7.3980, -3.6208, -1.1497)
H (5.3543, -4.4004, -0.0101)
H (3.5331, -2.8204, 0.4834)
Br (1.8673, 3.2494, 1.2941)
C (0.5402, 3.2902, 2.6821)
Br (-0.4288, 1.5771, 2.7081)
H (-0.1811, 4.0711, 2.4753)
H (1.0189, 3.3924, 3.6487)
O (-2.2892, 0.7675, -0.2194)
C (-1.8042, 1.9680, -0.4846)
O (-0.5704, 2.1706, -0.3323)
C (-2.7140, 2.9938, -0.9248)
C (-4.0811, 2.7109, -1.0596)
C (-4.9388, 3.7039, -1.4883)
C (-4.4081, 4.9504, -1.7696)
C (-3.0630, 5.2582, -1.6496)
C (-2.2045, 4.2671, -1.2228)
N (-5.3352, 6.0230, -2.2305)
O (-4.8527, 7.1193, -2.3770)
O (-6.4814, 5.6966, -2.4177)
H (-4.4659, 1.7259, -0.8351)
H (-5.9990, 3.5348, -1.6116)
H (-2.7206, 6.2543, -1.8913)
H (-1.1459, 4.4675, -1.1298)

Charge   +3
HOMO energy (alpha / beta)   -16.948 / -16.963 eV
Maximum force   0.0123 Eh/bohr
ΔE to the lowest compared entry with this formula, charge and spin   0.2498 eV
Spin multiplicity   2
Gap between HOMO and LUMO (alpha / beta)   0.2536 / 0.2454 hartree

Mulliken atomic charge list, values in e, 2 entries: atom 1 (Ir): 1.84, atom 2 (C): -1.11

***

Here is 2 unconnected molecules or ions with the total composition C3H9NO2S in a non-equilibrium geometry from OMol25. Energies are from ωB97M-V/def2-TZVPD.

Element x y z (Å)
C (0.4312, -0.4201, 0.1255)
O (1.6544, 0.0358, 0.7296)
C (-0.8053, 0.5771, 0.1448)
C (-1.6097, 0.4561, -1.1992)
S (-2.3709, -1.3152, -1.1862)
N (-1.6554, 0.6087, 1.3132)
H (0.5261, -0.5845, -0.9820)
H (0.0868, -1.4471, 0.4390)
H (-0.2264, 1.4541, 0.2185)
H (-1.0066, 0.5617, -2.0591)
H (-2.4247, 1.0806, -1.1087)
H (-2.5388, 0.0458, 1.0794)
H (-1.1821, 0.0428, 2.0361)
H (2.4410, -0.2483, 0.1994)
H (4.0532, -0.3927, 0.5008)
O (4.6273, -0.4549, -0.2512)

Charge   -2
HOMO energy   -0.320 eV
Maximum force   0.0867 Eh/bohr
ΔE to the lowest compared entry with this formula, charge and spin   1.4528 eV
Spin multiplicity   1
Gap between HOMO and LUMO   0.2279 hartree

Mulliken atomic charge list, values in e, 2 entries: atom 1 (C): -0.60, atom 2 (O): -0.47

***

Here is 2 unconnected molecules or ions with the total composition CH4ClNO in a non-equilibrium geometry from OMol25. Energies are from ωB97M-V/def2-TZVPD.

Element x y z (Å)
C (-0.2274, -0.7495, 0.0205)
N (0.6016, -1.6002, -0.4712)
O (0.1242, 0.3095, 0.4846)
Cl (-0.4202, 4.0945, 0.7398)
H (-1.4009, -0.8378, -0.1563)
H (1.5500, -1.3240, -0.5456)
H (0.3762, -2.6729, -0.6180)
H (-0.6035, 2.7804, 0.5462)

SMILES string   NC=O.Cl
HOMO energy   -10.248 eV
Maximum force   0.1280 Eh/bohr
ΔE to the lowest compared entry with this formula, charge and spin   0.8052 eV
Spin multiplicity   1
Gap between HOMO and LUMO   0.4026 hartree

Mulliken atomic charge list, values in e, 2 entries: atom 1 (C): 0.17, atom 2 (N): -0.36

***

Here is a molecular structure, C2H2Br2F2 in a non-equilibrium geometry from OMol25. Energies are from ωB97M-V/def2-TZVPD.

Element x y z (Å)
C (-0.9762, -0.1156, -0.2564)
C (0.8420, 0.2195, 0.4098)
F (-1.4221, -0.9970, 0.5884)
F (-0.8674, -0.6920, -1.4699)
Br (1.8651, -1.3010, 0.0887)
Br (1.4566, 1.7772, -0.4621)
H (-1.4717, 0.8818, -0.4685)
H (0.5738, 0.2272, 1.5699)

HOMO energy   -9.729 eV
Maximum force   0.1017 Eh/bohr
ΔE to the lowest compared entry with this formula, charge and spin   0.9978 eV
Spin multiplicity   1
Gap between HOMO and LUMO   0.3788 hartree

Mulliken atomic charge list, values in e, 2 entries: atom 1 (C): 0.18, atom 2 (C): -0.36